Entry from the Open Molecules 2025 dataset: a structure of composition C4H7NO2 at a distorted geometry (ωB97M-V/def2-TZVPD).

- Largest force on an atom: 0.0488 hartree/bohr
- Charge: 0
- Orbital gap: 9.50 eV
- Energy above the lowest of the compared OMol25 structures with the same formula, charge and spin: 2.961 eV

```
14
Properties=species:S:1:pos:R:3:forces:R:3
N -1.6078 0.6695 -0.3984 -0.08 0.12 0.14
C -0.6601 1.3959 0.2331 -0.02 0.11 0.03
O -0.8610 2.3996 0.8904 -0.07 -0.22 -0.16
C 0.7671 0.8582 0.0542 -0.14 -0.03 0.13
C 0.9814 -0.5690 0.4814 -0.47 -0.38 0.11
C 0.4545 -1.6610 -0.2693 1.16 0.06 -1.38
O -0.2381 -1.5156 -1.2911 -0.40 -0.58 -0.11
H -2.5644 0.9778 -0.3213 0.10 -0.04 -0.01
H -1.3442 -0.1613 -0.9351 -0.07 0.22 0.01
H 1.4308 1.5453 0.5874 -0.21 -0.28 0.01
H 1.0121 0.9201 -1.0208 -0.12 -0.20 0.18
H 1.9131 -0.7436 1.0320 -0.86 -0.40 0.55
H -0.2018 -1.4990 0.9252 1.45 1.92 0.71
H 0.9184 -2.6170 0.0323 -0.28 -0.30 -0.22
```
Forces are in eV/Å.


Entry from the Open Molecules 2025 dataset: a cluster of 2 separate species, C6H16 in total at a distorted geometry (ωB97M-V/def2-TZVPD).

- SMILES: CCC.CCC
- Largest force on an atom: 0.1140 hartree/bohr
- Charge: 0
- Orbital gap: 11.81 eV
- Energy above the lowest of the compared OMol25 structures with the same formula, charge and spin: 2.122 eV

```
22
Properties=species:S:1:pos:R:3:forces:R:3
C 2.0400 -0.1847 1.8131 -2.87 -3.94 1.52
C 0.9035 0.7753 2.1706 1.23 2.44 -3.83
C 1.0508 1.9261 1.0348 -5.78 -0.57 0.79
H 2.9553 0.0585 2.2700 1.09 0.59 0.54
H 1.6942 -1.1893 2.2792 0.98 1.17 -0.29
H 2.2197 -0.5370 0.8082 -0.30 0.78 -0.68
H -0.1577 0.5278 2.1127 0.50 -0.93 0.19
H 1.1273 1.1887 3.1013 0.12 0.60 1.68
H 0.0413 1.8299 0.3684 2.56 0.31 1.19
H 1.1240 2.9718 1.2357 -0.48 0.81 1.26
H 1.8545 1.8360 0.4448 2.94 -1.26 -2.36
C -1.5065 -0.6599 -2.8014 -0.97 -1.84 -0.46
C -0.6309 -0.7722 -1.5786 0.16 1.18 0.46
C -1.6787 -0.9799 -0.4793 1.94 -2.01 1.50
H -1.6288 -1.7364 -3.1299 -0.27 1.14 -0.08
H -1.1029 -0.1073 -3.6530 -0.30 0.17 0.22
H -2.5245 -0.3437 -2.3916 1.31 0.06 -1.56
H 0.2300 -1.5245 -1.6952 -1.50 0.95 0.54
H -0.2155 0.2114 -1.3373 0.53 -0.13 -0.30
H -2.0558 -1.9856 -0.5981 -0.50 -0.41 0.02
H -1.2188 -0.9859 0.5254 -0.25 0.20 -0.25
H -2.5204 -0.3191 -0.5000 -0.12 0.68 -0.11
```
Forces are in eV/Å.


Entry from the Open Molecules 2025 dataset: a structure of composition C3H5Br at a distorted geometry (ωB97M-V/def2-TZVPD).

- Largest force on an atom: 0.0928 hartree/bohr
- Charge: 0
- Orbital gap: 10.78 eV
- Energy above the lowest of the compared OMol25 structures with the same formula, charge and spin: 1.552 eV

```
9
Properties=species:S:1:pos:R:3:forces:R:3
C -0.3162 -1.3750 -0.2518 0.08 -2.17 -1.88
C -0.3587 -0.1428 -0.7191 2.03 2.06 3.79
C 0.3550 1.2406 0.4042 0.45 -3.49 -2.22
Br -0.1057 1.0167 2.2894 0.08 -0.04 -0.83
H -0.5596 -2.2375 -0.9554 -0.11 1.37 0.54
H 0.1080 -1.8682 0.6150 -0.15 1.12 0.67
H -0.6115 0.0772 -1.7338 -0.27 0.52 -0.25
H -0.0102 2.1887 0.0506 -0.01 0.18 0.00
H 1.4988 1.1002 0.3008 -2.10 0.44 0.19
```
Forces are in eV/Å.


Entry from the Open Molecules 2025 dataset: a cluster of 2 separate species, C4H12 in total at a distorted geometry (ωB97M-V/def2-TZVPD).

- Multiplicity: 2
- Largest force on an atom: 0.0229 hartree/bohr
- Charge: +1
- Orbital gap (alpha / beta): 13.49 / 3.78 eV
- Energy above the lowest of the compared OMol25 structures with the same formula, charge and spin: 0.501 eV

```
16
Properties=species:S:1:pos:R:3:forces:R:3
C 0.9768 -0.3214 -2.1357 -0.51 -1.05 0.15
C 1.8256 -0.2201 -0.9302 1.04 0.17 -0.14
H 0.2341 0.4593 -2.2512 0.22 0.26 -0.20
H 1.6339 -0.4420 -3.0210 -0.13 0.36 -0.04
H 0.4507 -1.3004 -2.2162 0.08 0.17 0.19
H 1.3408 -0.1919 0.0840 -0.40 0.22 -0.01
H 2.3813 0.7296 -0.9485 -0.19 0.22 0.29
H 2.5818 -1.0040 -0.8445 -0.28 -0.18 -0.06
C -1.8198 -0.3462 1.4270 -0.41 0.58 -0.40
C -1.0101 0.8991 1.5870 -0.68 -0.30 -0.39
H -1.2323 -1.2653 1.5597 0.18 -0.07 0.24
H -2.5912 -0.4368 2.2125 0.00 -0.24 0.16
H -2.4037 -0.3040 0.5081 0.17 -0.27 -0.08
H -1.0490 1.1258 2.6734 0.53 0.07 0.04
H 0.0924 0.9689 1.3912 0.23 -0.19 0.13
H -1.4115 1.6493 0.9043 0.14 0.26 0.12
```
Forces are in eV/Å.


Entry from the Open Molecules 2025 dataset: the molecule C19H29ClN2O5S2 (ωB97M-V/def2-TZVPD).

- SMILES: CSCC[C@@H](NS(=O)(=O)c1ccc(Cl)cc1)C(=O)OCC(=O)N(C(C)C)C(C)C
- Largest force on an atom: 0.0165 hartree/bohr
- Charge: 0
- Orbital gap: 9.29 eV
- Energy above the lowest of the compared OMol25 structures with the same formula, charge and spin: 0.009 eV

```
58
Properties=species:S:1:pos:R:3:forces:R:3
C -0.8025 5.4135 -0.0919 0.28 -0.40 0.27
S 0.4535 4.5401 0.8840 -0.09 0.10 0.20
C -0.5981 3.3436 1.7776 0.18 0.36 -0.41
C -1.2522 2.2918 0.8851 0.27 -0.09 -0.04
C -0.2943 1.7308 -0.1695 -0.60 0.00 -0.53
N 0.8377 1.0605 0.4303 0.51 -0.37 -0.24
S 1.9417 0.4583 -0.6685 0.35 0.20 0.47
O 3.0182 -0.0863 0.1017 0.14 0.39 0.06
O 1.2309 -0.4051 -1.5628 -0.01 0.31 -0.26
C 2.4750 1.9215 -1.5445 -0.18 -0.58 0.17
C 1.8065 2.3024 -2.6931 -0.02 -0.07 -0.10
C 2.1334 3.5034 -3.2998 0.08 0.07 0.08
C 3.1224 4.2999 -2.7376 -0.10 -0.32 0.14
Cl 3.5197 5.8022 -3.4786 0.06 0.23 -0.12
C 3.7968 3.9099 -1.5871 -0.07 -0.03 -0.04
C 3.4620 2.7106 -0.9850 0.10 0.03 0.03
C -1.0222 0.7132 -1.0518 -0.14 0.82 -0.15
O -1.3186 0.9317 -2.1963 -0.16 -0.07 -0.06
O -1.3170 -0.3769 -0.3708 -0.17 -0.41 0.44
C -1.8805 -1.4595 -1.1149 -0.37 -0.16 -0.38
C -2.2096 -2.6301 -0.1762 0.22 0.59 -0.33
O -3.3646 -3.0165 -0.1278 -0.38 -0.03 -0.09
N -1.2092 -3.1741 0.5366 0.11 -0.16 0.14
C 0.1858 -2.7540 0.4456 0.36 0.07 0.07
C 0.6488 -2.0779 1.7369 -0.10 -0.03 -0.26
C 1.1038 -3.9154 0.0604 -0.18 0.25 -0.04
C -1.5282 -4.2355 1.4999 -0.38 -0.17 0.08
C -2.0615 -5.4831 0.7971 0.12 0.11 0.08
C -2.5038 -3.7402 2.5672 0.14 -0.04 -0.08
H -0.2945 6.2395 -0.5782 -0.01 0.08 -0.07
H -1.2250 4.7483 -0.8393 -0.12 0.05 -0.12
H -1.5740 5.7916 0.5725 -0.11 0.09 -0.03
H -1.3570 3.9093 2.3188 0.03 -0.12 0.12
H 0.0710 2.8820 2.5028 -0.03 0.01 0.12
H -1.6132 1.4732 1.5099 -0.10 -0.01 -0.03
H -2.1066 2.7257 0.3616 0.01 -0.05 -0.01
H 0.0309 2.5503 -0.8310 -0.20 -0.22 0.14
H 1.3093 1.6108 1.1328 0.20 0.06 0.13
H 1.0398 1.6589 -3.0966 -0.12 -0.01 -0.10
H 1.6231 3.8234 -4.1943 -0.02 0.04 -0.08
H 4.5635 4.5423 -1.1693 0.07 0.06 0.02
H 3.9619 2.3709 -0.0919 0.13 0.04 0.12
H -2.8204 -1.1360 -1.5750 0.22 -0.16 0.14
H -1.1860 -1.7502 -1.9108 -0.03 0.04 0.09
H 0.2696 -2.0154 -0.3473 -0.11 -0.16 0.08
H -0.0352 -1.2733 1.9944 -0.04 0.09 0.06
H 0.7026 -2.7801 2.5659 0.01 -0.10 0.10
H 1.6334 -1.6477 1.5751 0.13 0.00 0.09
H 1.2043 -4.6478 0.8577 0.02 -0.09 0.08
H 2.0887 -3.5136 -0.1613 0.16 -0.01 -0.01
H 0.7273 -4.4151 -0.8290 0.00 -0.08 -0.10
H -0.5888 -4.4932 1.9934 -0.05 0.07 -0.07
H -3.0075 -5.2614 0.3136 -0.04 -0.04 -0.02
H -2.2136 -6.2760 1.5250 0.00 -0.12 0.08
H -1.3545 -5.8285 0.0468 0.08 -0.09 -0.08
H -2.6405 -4.5102 3.3223 -0.01 -0.07 0.11
H -2.1169 -2.8439 3.0467 0.03 0.09 0.10
H -3.4654 -3.5127 2.1184 -0.06 0.01 0.03
```
Forces are in eV/Å.


Entry from the Open Molecules 2025 dataset: a cluster of 9 separate species, H18O9 in total at a distorted geometry (ωB97M-V/def2-TZVPD).

- SMILES: O.O.O.O.O.O.O.O.O
- Largest force on an atom: 0.0830 hartree/bohr
- Charge: 0
- Orbital gap: 11.36 eV
- Energy above the lowest of the compared OMol25 structures with the same formula, charge and spin: 1.471 eV

```
27
Properties=species:S:1:pos:R:3:forces:R:3
O -1.4409 1.7782 0.6596 0.94 0.07 -0.21
H -0.7777 2.3239 0.1759 -0.38 -0.27 0.37
H -0.8961 1.0197 0.9548 -0.21 0.32 0.43
O 0.9849 2.6123 -0.7210 -0.16 1.64 -0.31
H 1.0157 1.8111 -1.2478 -0.37 -0.50 -0.46
H 0.8260 3.3711 -1.3393 0.37 -1.16 0.75
O 0.0988 -0.6456 1.6754 -0.24 1.50 -1.90
H -0.6039 -1.1953 1.2273 0.00 -0.34 0.50
H 0.3315 -0.9617 2.5134 0.24 -0.90 1.79
O -3.2814 0.2877 -0.4749 -3.59 -1.78 -1.48
H -2.7180 0.8983 -0.0616 1.10 2.24 1.25
H -4.2266 0.6380 -0.5218 2.22 -0.63 0.30
O -1.7892 -1.9163 0.6616 -2.62 1.69 -2.55
H -1.4895 -2.3716 -0.1593 0.01 0.28 0.84
H -2.5000 -1.2046 0.2585 1.95 -2.10 1.30
O -0.3358 0.1901 -1.5009 1.76 0.11 -1.88
H -1.0194 0.6404 -1.0885 -2.24 1.62 0.79
H -0.1690 -0.5110 -0.8984 0.71 -1.64 0.46
O 0.6016 -2.2726 -0.9085 -0.45 -1.38 -1.18
H 1.4957 -1.9651 -0.7310 0.80 0.52 0.33
H 0.7198 -2.7676 -1.7517 -0.34 0.55 0.87
O 2.2767 0.7700 1.3622 -1.12 1.96 -1.35
H 2.1780 1.6022 0.7954 0.49 -1.32 1.19
H 1.3242 0.4757 1.3807 0.88 -0.27 0.27
O 2.9593 -0.9409 -0.5574 0.11 -0.39 -0.14
H 2.7684 -0.3588 0.2096 0.08 0.15 0.14
H 3.1491 -0.3472 -1.2856 0.05 0.04 -0.12
```
Forces are in eV/Å.